{
  "formula": "C51H119N11O11",
  "method": "ωB97M-V/def2-TZVPD",
  "symbols": ["C", "C", "C", "C", "C", "C", "H", "H", "H", "H", "H", "H", "H", "H", "H", "H", "H", "H", "H", "H", "C", "C", "C", "C", "C", "C", "H", "H", "H", "H", "H", "H", "H", "H", "H", "H", "H", "H", "H", "H", "C", "C", "C", "C", "C", "C", "H", "H", "H", "H", "H", "H", "H", "H", "H", "H", "H", "H", "H", "H", "C", "C", "O", "N", "C", "H", "H", "H", "H", "H", "H", "H", "C", "C", "O", "N", "C", "H", "H", "H", "H", "H", "H", "H", "C", "C", "O", "N", "C", "H", "H", "H", "H", "H", "H", "H", "C", "C", "O", "N", "C", "H", "H", "H", "H", "H", "H", "H", "C", "C", "O", "N", "C", "H", "H", "H", "H", "H", "H", "H", "C", "C", "O", "N", "C", "H", "H", "H", "H", "H", "H", "H", "C", "C", "O", "N", "C", "H", "H", "H", "H", "H", "H", "H", "C", "C", "O", "N", "C", "H", "H", "H", "H", "H", "H", "H", "C", "C", "O", "N", "C", "H", "H", "H", "H", "H", "H", "H", "C", "C", "O", "N", "C", "H", "H", "H", "H", "H", "H", "H", "C", "C", "O", "N", "C", "H", "H", "H", "H", "H", "H", "H"],
  "coordinates": [[1.5917, -2.3339, -6.1885], [1.5423, -1.2015, -5.2509], [2.7245, -0.3189, -5.4922], [3.0286, 0.6834, -4.4235], [3.3423, 0.0690, -3.0090], [3.7191, 1.1474, -1.9908], [2.5091, -2.8745, -5.9309], [1.6119, -2.0344, -7.2636], [0.7867, -3.0463, -6.0218], [0.6064, -0.6247, -5.3309], [1.5566, -1.5223, -4.1946], [2.6351, 0.1201, -6.4865], [3.5428, -1.0075, -5.5547], [3.8788, 1.2433, -4.7809], [2.2017, 1.4258, -4.2870], [2.5533, -0.5382, -2.5885], [4.1844, -0.5515, -3.0504], [2.9466, 1.8302, -1.7798], [4.0598, 0.6146, -1.0757], [4.6812, 1.5879, -2.3457], [-2.0119, 1.5537, 3.2901], [-3.2992, 1.1801, 4.0287], [-3.7477, -0.1987, 3.6159], [-4.4180, -1.1098, 4.6434], [-5.8703, -0.7644, 4.9283], [-6.6639, -1.7680, 5.7928], [-2.1461, 1.4894, 2.1501], [-1.3244, 0.7565, 3.5205], [-1.5644, 2.5036, 3.5243], [-3.1484, 1.1137, 5.1287], [-4.2352, 1.7846, 3.7663], [-2.8180, -0.6746, 3.4357], [-4.4035, -0.1818, 2.7744], [-4.2782, -2.0734, 4.1088], [-3.8571, -1.1550, 5.5302], [-5.8692, 0.2141, 5.4891], [-6.3161, -0.5842, 3.9790], [-6.2317, -1.8220, 6.7553], [-7.7117, -1.4974, 5.8844], [-6.5849, -2.8217, 5.3804], [2.8556, 1.2117, 4.7602], [1.7811, 0.8874, 5.7855], [1.0433, -0.3851, 5.4590], [-0.2147, -0.5746, 6.3180], [0.1810, -0.9057, 7.7812], [-0.8977, -1.4456, 8.7560], [2.5473, 1.1477, 3.7020], [3.7000, 0.4424, 4.8434], [3.3416, 2.1978, 4.8420], [2.2225, 0.7311, 6.7766], [1.0351, 1.7415, 5.9424], [1.7584, -1.1713, 5.6752], [0.8421, -0.4181, 4.3680], [-0.9117, 0.2058, 6.2053], [-0.7743, -1.4250, 5.8991], [1.0179, -1.6502, 7.6585], [0.6663, -0.0487, 8.2377], [-1.4585, -0.5970, 9.0151], [-1.4910, -2.2546, 8.2919], [-0.3410, -1.7656, 9.6330], [-3.8123, -2.9176, -3.4828], [-3.2949, -3.0350, -4.8920], [-3.1366, -4.1265, -5.4070], [-2.9631, -1.8457, -5.4905], [-2.3721, -1.8672, -6.8321], [-4.6374, -2.1572, -3.4250], [-3.0249, -2.4934, -2.8148], [-4.1134, -3.8840, -3.1206], [-3.2705, -1.0352, -5.0463], [-2.0266, -2.9315, -6.8909], [-1.5315, -1.2107, -6.7938], [-3.1266, -1.6902, -7.6114], [4.6894, -1.6400, 2.9894], [5.4658, -2.3915, 1.9267], [4.7814, -3.1211, 1.1748], [6.7756, -2.2280, 1.7846], [7.6278, -2.4657, 0.6232], [4.2168, -2.3747, 3.6349], [3.8656, -1.1381, 2.5019], [5.2659, -0.8879, 3.4509], [7.1370, -1.4476, 2.3059], [7.2495, -3.3403, 0.0466], [8.6551, -2.7684, 0.8339], [7.6714, -1.6164, -0.0653], [-5.4054, 5.1758, -0.5894], [-4.4311, 4.4792, -1.5979], [-4.6911, 4.5128, -2.7725], [-3.3305, 3.9168, -1.0615], [-2.7302, 4.1286, 0.2368], [-5.2156, 4.9942, 0.4897], [-6.3411, 4.7674, -0.8304], [-5.2922, 6.2200, -0.7960], [-2.6363, 3.6573, -1.7928], [-3.2124, 3.4761, 1.0628], [-2.6139, 5.1749, 0.4980], [-1.7237, 3.8015, 0.2102], [3.5830, -3.4333, -2.5350], [2.0926, -3.3177, -2.2748], [1.6694, -2.6005, -1.3928], [1.2741, -3.9946, -3.0706], [-0.2018, -3.6709, -3.1494], [4.1224, -3.8125, -1.6311], [3.9294, -2.3970, -2.7536], [3.7919, -4.0762, -3.4404], [1.6503, -4.3934, -3.9352], [-0.8119, -4.5017, -3.6257], [-0.4098, -2.6278, -3.5524], [-0.6030, -3.7107, -2.1805], [-6.0439, 0.3374, -2.2890], [-4.5976, 0.4979, -2.4948], [-4.0646, 0.4772, -3.5913], [-3.8831, 0.5399, -1.3440], [-4.4084, 0.4974, 0.0375], [-6.4330, -0.0498, -3.2327], [-6.5192, 1.3022, -2.0873], [-6.3000, -0.3560, -1.5224], [-2.9204, 0.8758, -1.3982], [-4.9007, -0.4254, 0.3229], [-5.1508, 1.2668, 0.2162], [-3.6124, 0.5738, 0.7946], [6.0480, 2.6262, -0.2089], [5.8134, 1.6932, 0.9432], [6.2878, 0.5437, 0.9475], [5.1996, 2.2317, 1.9998], [4.5595, 3.4942, 2.0083], [6.4369, 2.0100, -1.0351], [6.8138, 3.3380, 0.1692], [5.1769, 3.1440, -0.5941], [5.0744, 1.5694, 2.7026], [3.5037, 3.4841, 1.6971], [5.0397, 4.2445, 1.3889], [4.5769, 3.8905, 2.9925], [-2.2274, -2.1530, 0.4732], [-3.1695, -2.8673, 1.5071], [-4.3801, -2.6870, 1.5112], [-2.4647, -3.7628, 2.2786], [-3.2557, -4.6124, 3.1297], [-2.8633, -1.6313, -0.2386], [-1.6156, -2.9052, -0.0863], [-1.7335, -1.4829, 1.1285], [-1.4939, -3.9338, 1.9892], [-3.3790, -5.6156, 2.5971], [-4.2736, -4.1900, 3.1847], [-2.7921, -4.8793, 4.0408], [-2.4722, 2.8745, -4.7065], [-1.4514, 4.0034, -4.2982], [-0.3521, 3.7894, -3.8765], [-1.9744, 5.2708, -4.3404], [-1.2891, 6.4601, -3.8160], [-2.7216, 2.9943, -5.8101], [-3.3546, 2.8059, -4.0960], [-1.9830, 1.9138, -4.6145], [-2.9829, 5.3769, -4.5719], [-0.3828, 6.0379, -3.3020], [-1.9294, 7.0848, -3.1265], [-0.8572, 7.0560, -4.5611], [1.4480, -2.9897, 2.6079], [1.2542, -4.2076, 1.6898], [0.1331, -4.6544, 1.4477], [2.3853, -4.6585, 1.0865], [2.2869, -5.8351, 0.2601], [1.7769, -3.1718, 3.6090], [0.4255, -2.6054, 2.6203], [2.1550, -2.2958, 2.1614], [3.2622, -4.1343, 1.2433], [1.2813, -5.7739, -0.1624], [2.2823, -6.7227, 0.9165], [3.0389, -5.8412, -0.5377], [1.3640, 4.7576, -0.5873], [2.6672, 4.6722, -1.3533], [3.7272, 4.9043, -0.7664], [2.5434, 4.3417, -2.6512], [3.6455, 4.3571, -3.5506], [1.3165, 4.0599, 0.2502], [0.5198, 4.6296, -1.2394], [1.2599, 5.7355, -0.1157], [1.6073, 4.3400, -3.1270], [4.5080, 3.9338, -3.0372], [3.9425, 5.3103, -3.9105], [3.3211, 3.8810, -4.5084], [-0.4178, -0.1380, -2.3794], [-0.2532, 0.4979, -1.0233], [-1.0536, 1.3058, -0.4945], [0.8764, 0.0918, -0.3724], [1.2931, 0.7283, 0.9176], [-1.3860, -0.4623, -2.6182], [0.2838, -0.9682, -2.4669], [-0.1695, 0.6098, -3.1279], [1.3565, -0.6705, -0.8148], [2.1542, 0.1301, 1.1747], [0.4870, 0.6456, 1.6793], [1.7191, 1.7522, 0.8164]],
  "atomic_forces_ev_per_a": [[0.038, -1.388, -0.673], [-1.130, 1.258, 1.103], [-0.236, -0.055, -0.103], [-0.695, 0.340, 1.405], [-0.853, 1.906, -0.598], [2.354, -1.817, -0.143], [0.093, -0.162, -0.525], [0.015, -0.211, 0.811], [-0.293, -0.021, -0.228], [0.105, -0.066, -0.126], [0.038, -0.221, -0.451], [0.037, 0.298, -0.011], [0.993, -0.318, -0.109], [0.499, 0.414, 0.250], [0.417, -0.502, -0.195], [-0.479, -0.066, -0.256], [1.339, -1.038, -0.482], [-0.759, 1.040, 0.198], [-0.529, 0.398, -0.156], [-1.020, 0.352, 0.140], [-1.020, -0.468, -1.664], [-1.913, 0.791, 0.142], [0.209, -0.226, 1.308], [-0.486, -0.520, -1.721], [0.345, 0.584, 1.494], [0.434, -1.011, -1.876], [0.109, 0.220, 1.526], [0.675, -0.197, 0.151], [0.045, 0.447, 0.224], [-0.040, 0.649, -0.539], [1.617, 0.214, 0.770], [0.803, -1.070, -1.006], [-0.040, -0.053, -0.977], [-0.703, 0.052, 0.756], [0.922, -0.058, 1.393], [-0.108, -0.675, -0.601], [-0.800, 0.089, -0.767], [0.415, 0.038, 1.240], [-0.079, 0.018, -0.031], [-0.234, 1.169, 0.240], [1.731, -0.675, -0.427], [-0.791, 1.520, 0.480], [-0.423, 0.324, -0.456], [0.721, -2.093, 0.094], [0.655, -0.952, -0.777], [1.680, -0.377, -1.474], [-0.408, -0.061, 0.410], [-1.009, 0.917, -0.022], [-0.303, -0.261, 0.371], [0.204, 0.321, -0.147], [0.950, -0.920, -0.487], [-0.045, -0.613, -0.134], [-0.191, -0.041, 0.512], [-0.646, 1.529, 0.094], [0.184, -0.162, 0.207], [-0.770, 0.406, 0.327], [-0.034, 0.287, 0.128], [-1.387, 0.806, 0.516], [0.202, 0.420, 0.462], [-0.357, -0.360, 0.187], [-0.135, 1.680, 0.538], [0.127, 0.565, 0.230], [0.203, -0.154, -0.303], [0.207, -2.331, -0.739], [-0.686, -1.678, 1.207], [0.544, -0.862, -0.072], [-0.372, -0.384, -0.439], [-0.215, -0.251, 0.108], [-0.462, 1.704, 0.704], [-0.112, 0.988, -0.487], [0.476, 0.604, -0.650], [0.491, 0.231, 0.097], [0.109, -0.751, -0.821], [-2.214, -0.978, -1.763], [1.075, 0.336, 0.518], [1.704, 0.997, 0.452], [-0.773, -1.603, -1.360], [0.295, 0.104, 0.458], [-0.083, 0.137, -0.388], [0.696, 0.615, 1.072], [-0.118, 0.120, 0.278], [-0.113, 0.689, 0.400], [-0.146, 0.291, 0.771], [-0.269, 0.100, 0.323], [2.127, -1.110, 0.399], [-0.768, 1.109, 2.695], [-0.002, -0.291, -1.267], [1.745, -0.506, -1.630], [-1.144, -0.875, 1.462], [0.123, 0.030, -0.747], [-1.538, -0.003, -0.357], [-0.431, 0.673, -0.098], [-0.849, -0.004, 0.801], [0.505, 1.377, -1.217], [-0.666, 0.276, 0.295], [0.962, -0.761, -0.335], [0.444, -0.321, -0.623], [1.110, 0.107, 0.063], [-0.385, 0.851, 0.973], [-2.214, -0.710, -2.249], [0.404, -0.380, -0.956], [-0.493, 0.351, -0.744], [-0.118, -0.943, 0.253], [-0.053, 0.579, 1.053], [-0.082, 0.207, 0.747], [1.202, 1.154, -0.228], [0.317, -1.544, 0.086], [-0.220, 0.315, 1.644], [-1.192, 0.271, -1.439], [0.734, -0.721, 1.536], [0.313, 0.288, -0.665], [0.660, 0.369, 0.970], [-0.044, 0.077, -0.076], [-0.227, 0.163, 0.088], [0.049, -0.082, 0.053], [-0.056, -0.430, 0.752], [-0.120, -0.258, -0.042], [-0.026, -0.533, -0.479], [-0.007, 0.508, 0.037], [0.020, 0.316, -0.764], [0.845, -0.486, -0.488], [1.023, -0.666, -0.957], [-0.699, 0.839, 0.351], [0.435, -0.159, -1.143], [-1.067, 0.996, -0.200], [0.194, 0.399, 0.442], [-0.437, -0.181, -0.608], [-0.094, 0.287, 0.350], [-0.498, -0.830, 1.655], [0.222, -0.231, -0.072], [0.189, -0.254, -0.189], [0.009, 0.316, 1.077], [-1.723, -1.665, 0.107], [1.301, -0.722, -1.679], [0.359, 0.011, 0.525], [-1.177, 1.674, -0.362], [-0.711, -1.995, -2.161], [0.124, 0.160, 0.074], [-0.077, 0.809, 0.842], [1.321, 0.926, -0.032], [-0.378, -0.429, 0.393], [-0.049, 0.992, 0.584], [0.660, -0.121, 0.423], [0.386, 0.306, 1.227], [1.472, 0.734, -1.597], [-3.502, 0.288, -0.168], [2.292, -0.630, 0.530], [-1.374, 0.595, -0.391], [0.288, -1.722, 1.850], [0.008, -0.016, 1.397], [-0.402, 0.523, 0.118], [0.308, -0.103, 0.045], [1.293, -0.389, 0.336], [-0.958, 0.586, 0.101], [0.653, -0.898, -0.723], [0.176, 1.043, -1.395], [-1.015, -0.279, -1.283], [1.394, 0.559, -0.287], [0.159, -0.167, 0.292], [-0.354, 0.653, 0.934], [-0.583, 0.054, 0.180], [0.123, -0.578, 0.602], [0.281, 0.586, 0.321], [-0.186, 0.098, -0.173], [-0.491, -0.453, -0.204], [0.173, -0.292, -0.358], [0.398, 0.030, -0.600], [-0.102, -0.182, 0.419], [-0.056, 0.307, 0.228], [-0.268, 0.400, 1.092], [-0.204, -0.340, -0.840], [-1.708, 0.511, -0.806], [0.234, -0.964, -1.040], [0.131, -0.263, -0.257], [-0.519, -0.318, -0.217], [0.272, 0.151, -0.157], [1.009, -0.167, 1.162], [0.031, -0.380, -0.495], [0.182, 1.456, 0.197], [0.567, -0.417, 0.993], [1.467, 0.525, 0.241], [-0.343, 0.321, 1.531], [0.856, -0.800, -1.057], [-1.299, 1.952, 0.304], [0.077, -0.949, -1.075], [-1.579, -0.436, 0.033], [-0.169, 0.108, -0.071], [0.185, 0.219, -0.130], [0.610, -0.330, 0.428], [0.203, -0.274, 0.681], [0.602, 0.255, -0.547], [-0.842, -0.449, -0.200]],
  "lowdin_charge": [-0.120, -0.308, -0.239, -0.181, -0.229, -0.092, 0.074, 0.100, 0.062, 0.114, 0.079, 0.122, 0.105, 0.100, 0.119, 0.059, 0.072, 0.046, 0.084, 0.076, -0.106, -0.255, -0.258, -0.212, -0.250, -0.103, 0.072, 0.040, 0.063, 0.108, 0.128, 0.082, 0.086, 0.097, 0.090, 0.122, 0.092, 0.045, 0.062, 0.090, -0.118, -0.280, -0.250, -0.211, -0.256, -0.093, 0.055, 0.084, 0.066, 0.102, 0.136, 0.101, 0.098, 0.079, 0.110, 0.116, 0.093, 0.046, 0.081, 0.066, 0.006, -0.564, 0.024, 0.021, -0.052, 0.086, 0.074, 0.079, 0.068, 0.088, 0.056, 0.087, 0.000, -0.501, -0.019, 0.026, -0.061, 0.089, 0.057, 0.050, 0.119, 0.090, 0.078, 0.080, 0.016, -0.551, 0.038, 0.033, -0.088, 0.077, 0.056, 0.073, 0.139, 0.107, 0.083, 0.043, 0.022, -0.601, 0.019, 0.047, -0.033, 0.086, 0.064, 0.094, 0.129, 0.111, 0.081, 0.041, 0.000, -0.571, 0.007, 0.055, -0.080, 0.093, 0.098, 0.074, 0.089, 0.065, 0.081, 0.062, -0.018, -0.530, 0.011, 0.041, -0.082, 0.086, 0.113, 0.040, 0.100, 0.081, 0.079, 0.073, 0.023, -0.522, 0.014, 0.010, -0.086, 0.049, 0.089, 0.056, 0.076, 0.104, 0.076, 0.059, 0.007, -0.537, 0.023, 0.003, -0.062, 0.106, 0.034, 0.051, 0.142, 0.076, 0.102, 0.050, 0.023, -0.501, -0.002, 0.016, -0.069, 0.070, 0.072, 0.050, 0.089, 0.075, 0.092, 0.081, 0.010, -0.538, 0.010, 0.014, -0.083, 0.067, 0.049, 0.089, 0.118, 0.079, 0.068, 0.099, 0.021, -0.480, -0.019, 0.053, -0.033, 0.052, 0.038, 0.087, 0.068, 0.054, 0.078, 0.071],
  "largest_force_ev_per_a": 3.52,
  "e_homo_ha": -0.326,
  "homo_lumo_gap_ev": 9.38,
  "total_charge": 0,
  "lumo_ev": 0.51,
  "mol_weight_g_mol": 1062.6
}